(1)
Computed, not measured: a 2-piece molecular cluster, C4H9N2O3S overall at a distorted geometry, with ωB97M-V/def2-TZVPD.

XYZ file:
```
19
Properties=species:S:1:pos:R:3:forces:R:3
C -2.0244 -0.0945 -0.2036 0.3 -1.2 0.4
C 1.3915 -0.7916 2.1316 0.9 -1.0 0.7
C 2.1977 0.0619 1.2684 -0.3 -4.4 -2.0
C 0.2097 0.2128 -1.3805 -1.8 -1.6 0.3
N -1.8016 1.4547 -1.9403 -1.2 0.8 -0.5
N -1.1854 0.4985 -1.1230 0.0 0.7 -0.2
O -3.2052 0.2660 -0.1234 -0.3 0.5 -0.2
O -1.5104 -1.0644 0.4475 0.3 -0.5 0.7
O 2.5177 1.2257 1.3258 1.4 5.8 0.6
S 0.6924 -1.5830 -1.2016 0.1 0.5 -0.8
H 0.5778 -1.1593 1.5331 -0.5 -0.5 0.1
H 2.1793 -1.5662 2.3433 -1.5 -0.1 0.7
H 1.0077 -0.2741 3.0031 0.1 -0.1 0.3
H 2.6896 -0.5243 0.4520 -0.2 0.3 -0.1
H 0.4090 0.6580 -2.3185 0.4 0.0 -1.2
H -1.7035 2.4835 -1.6170 -0.2 -2.3 0.1
H -2.7908 1.1206 -1.7553 0.8 1.4 -0.5
H -0.3661 -1.6400 -0.1974 -0.3 0.4 -0.1
H 0.7150 0.7155 -0.6443 1.9 1.2 1.7
```
Positions in Å, forces in eV/Å.

The calculation puts the energy at -24248.0865 eV. The calculation puts the largest force on an atom at 6.0 eV/Å. The value obtained for the HOMO-LUMO gap (spin up / spin down) is 0.211 / 0.201 hartree. The value obtained for the highest occupied orbital energy (spin up / spin down) is -2.345 / -4.407 eV. The charge is -1. The spin multiplicity is 3. The LUMO energy (spin up / spin down) is 0.1251 / 0.0388 Ha.


(2)
Computed, not measured: a 2-piece molecular cluster, C4H9N2OS overall at a distorted geometry, with ωB97M-V/def2-TZVPD.

XYZ file:
```
17
Properties=species:S:1:pos:R:3:forces:R:3
C -2.5117 0.3497 -0.3186 1.4 -0.8 1.7
C 1.8189 0.4444 -0.4224 -0.8 -0.6 -0.3
C 1.3091 -0.9859 -0.9000 0.6 1.6 -0.9
C 0.3887 -0.2550 1.3819 1.9 -0.8 -3.6
N -1.6002 0.7813 0.4485 1.0 1.5 0.0
N 1.3322 0.5303 0.9828 0.9 2.0 0.2
O -2.7639 -0.9279 -0.4789 -3.9 2.5 -2.6
S 0.2483 -1.6233 0.3840 -0.4 -1.3 0.5
H -3.2122 0.9190 -0.8074 -1.5 1.5 -1.4
H 2.9382 0.5230 -0.4760 -1.2 0.2 0.1
H 1.2690 1.2355 -1.0379 1.1 -0.9 0.9
H 0.6649 -0.8045 -1.7896 0.8 -0.6 0.4
H 2.1684 -1.6504 -1.0954 -0.7 0.2 0.0
H -0.0563 -0.1942 2.2839 -1.4 0.3 2.9
H -1.4346 1.8186 0.4122 -0.9 -1.3 0.0
H 1.6308 1.3382 1.5457 -0.4 -0.5 -0.3
H -2.1898 -1.4986 -0.1129 3.4 -2.9 2.3
```
Positions in Å, forces in eV/Å.

The calculation puts the energy at -20149.1650 eV. The calculation puts the largest force on an atom at 5.3 eV/Å. The value obtained for the HOMO-LUMO gap is 0.362 hartree. The value obtained for the highest occupied orbital energy is -13.801 eV. The charge is +1. The LUMO energy is -0.1449 Ha. The energy above the lowest of the compared OMol25 structures with the same formula, charge and spin comes out at 2.0356 eV.


(3)
Computed, not measured: an isolated ion of composition C4H9N2OS2 and charge +1 at a distorted geometry, with ωB97M-V/def2-TZVPD.

XYZ file:
```
18
Properties=species:S:1:pos:R:3:forces:R:3
C -1.4707 -1.4763 -2.6053 -1.6 0.8 1.5
S 0.0430 -1.8094 -1.6854 0.5 -0.9 -1.3
C 0.1162 -0.4484 -0.6827 -0.3 1.6 2.8
S -1.4065 0.5265 -0.3139 0.5 -0.7 -0.1
C 1.2598 -0.2001 0.0358 -2.8 0.8 -1.3
O 2.4336 -0.7816 -0.2238 0.9 -1.4 -0.7
N 1.4501 0.9523 0.9536 0.9 -1.4 -0.4
C 0.8693 1.6037 1.9479 1.0 0.9 2.5
N -0.3770 1.6736 2.3887 2.7 1.2 1.9
H -1.6736 -0.4053 -2.9580 0.9 -1.9 -0.2
H -2.1644 -1.5815 -1.7472 -0.3 0.0 -0.9
H -1.6925 -2.3490 -3.2278 0.3 0.6 -0.4
H -2.2990 -0.4656 0.0547 0.9 0.5 -0.2
H 2.4485 -1.5623 -0.9092 -0.6 2.3 1.7
H 2.4626 1.0175 0.9838 0.1 0.6 0.2
H 1.5616 2.1955 2.6742 -0.8 -1.1 -1.9
H -0.5417 1.9711 3.3791 0.2 -0.2 -1.6
H -1.0192 1.1395 1.9355 -2.6 -1.7 -1.4
```
Positions in Å, forces in eV/Å.

The calculation puts the energy at -30983.7862 eV. The calculation puts the largest force on an atom at 3.5 eV/Å. The value obtained for the HOMO-LUMO gap (spin up / spin down) is 0.286 / 0.286 hartree. The value obtained for the highest occupied orbital energy (spin up / spin down) is -11.592 / -11.592 eV. The charge is +1. The LUMO energy (spin up / spin down) is -0.1396 / -0.1396 Ha. Its SMILES is CS/C(S)=C(\O)NC=[NH2+]. The energy above the lowest of the compared OMol25 structures with the same formula, charge and spin comes out at 0.7407 eV.


(4)
Computed, not measured: C4H9N2P in the gas phase at a distorted geometry, with ωB97M-V/def2-TZVPD.

XYZ file:
```
16
Properties=species:S:1:pos:R:3:forces:R:3
C -3.2038 -0.1343 -0.1024 -2.5 0.7 -0.8
C -2.1088 -0.7629 0.3255 -0.9 1.2 0.1
C -0.8015 -0.1386 0.1179 -0.3 -0.7 0.9
C 0.2707 -0.5170 0.8035 3.0 5.0 -4.7
N 1.7903 0.2360 0.4181 -3.2 -2.3 2.9
N 1.8047 1.3905 -0.3117 1.1 -1.4 -0.3
P 2.8981 -0.9799 -0.0104 0.0 0.6 -2.0
H -4.2735 -0.5626 -0.0436 2.0 0.5 0.3
H -3.2491 0.9068 -0.5699 0.6 -1.6 0.4
H -2.2685 -1.6331 0.9344 0.4 -0.6 -0.1
H -0.9034 0.6835 -0.5773 0.8 0.1 -0.2
H 0.2987 -1.1355 1.5902 0.4 -2.5 2.5
H 1.5633 2.2006 0.1698 -0.7 1.3 1.1
H 1.2798 1.2254 -1.1159 -1.0 0.4 -1.9
H 2.9490 -0.6841 -1.4996 -0.6 -1.0 0.9
H 3.9539 -0.0948 -0.1286 1.0 0.3 0.8
```
Positions in Å, forces in eV/Å.

The calculation puts the energy at -16558.4867 eV. The calculation puts the largest force on an atom at 7.5 eV/Å. The value obtained for the HOMO-LUMO gap is 0.346 hartree. The value obtained for the highest occupied orbital energy is -8.532 eV. The LUMO energy is 0.0329 Ha. Its SMILES is C=C/C=C/N(N)P. The energy above the lowest of the compared OMol25 structures with the same formula, charge and spin comes out at 4.3994 eV.


(5)
Computed, not measured: an isolated ion of composition C4H9N2S and charge +1 at a distorted geometry, with ωB97M-V/def2-TZVPD.

XYZ file:
```
16
Properties=species:S:1:pos:R:3:forces:R:3
C -0.3652 -1.3773 -1.1341 -1.1 -0.5 0.3
C 1.6385 -0.6432 0.4419 -2.7 -0.7 2.6
C 0.0256 0.0623 0.7513 3.8 0.7 0.7
C 0.1899 1.6417 0.7911 0.4 -1.4 1.4
N -0.8173 -0.4621 -0.2817 0.9 -0.2 -0.7
N -1.1531 -2.1574 -1.9165 1.0 -0.1 -0.1
S 1.3334 -1.5808 -1.0917 0.8 -0.2 0.0
H 2.3453 0.1920 0.3270 -0.2 -0.6 -0.1
H 1.9565 -1.4151 1.3357 -0.8 2.1 -2.4
H -0.4093 -0.2759 1.6979 0.5 -0.2 0.0
H 0.7350 1.8579 -0.1724 -1.4 0.8 0.9
H 0.9234 1.8827 1.6296 -0.7 -0.5 -1.1
H -0.7810 2.1155 1.2197 1.5 -0.4 -1.8
H -1.7432 -0.3181 0.0102 -1.8 -0.4 -0.6
H -2.0993 -1.8509 -2.1517 0.5 -0.4 0.2
H -0.7585 -3.0246 -2.3819 -0.7 1.8 0.8
```
Positions in Å, forces in eV/Å.

The calculation puts the energy at -18102.1373 eV. The calculation puts the largest force on an atom at 4.0 eV/Å. The value obtained for the HOMO-LUMO gap is 0.386 hartree. The value obtained for the highest occupied orbital energy is -14.055 eV. The charge is +1. The LUMO energy is -0.1302 Ha. The energy above the lowest of the compared OMol25 structures with the same formula, charge and spin comes out at 1.3895 eV.


(6)
Computed, not measured: an isolated ion of composition C4H9N2S and charge +1 at a distorted geometry, with ωB97M-V/def2-TZVPD.

XYZ file:
```
16
Properties=species:S:1:pos:R:3:forces:R:3
C 1.5568 -1.4341 -0.4248 -0.8 0.3 -0.3
C 1.1622 -0.6331 0.5900 1.3 -1.4 -3.5
N 0.5506 0.5937 0.2715 -1.9 -1.2 0.1
S 1.5866 1.9416 0.0315 -2.3 1.6 -3.0
C -0.7666 0.4839 -0.0661 1.2 3.6 0.8
C -1.6115 -0.6422 0.3032 2.1 -3.9 -1.5
N -1.3156 1.5584 -0.5934 -0.5 1.5 -1.8
H 2.0156 -2.3988 -0.3000 0.2 -0.1 0.6
H 1.3281 -1.2937 -1.5340 0.3 0.6 1.7
H 1.2077 -0.7741 1.6023 0.7 -0.9 2.4
H 2.5340 1.8307 0.8651 1.3 -1.1 2.1
H -2.5648 -0.8272 -0.1899 0.3 0.7 -0.7
H -1.8939 -0.7248 1.3332 0.6 0.3 0.9
H -0.8505 -1.5371 0.0140 -2.4 1.4 1.0
H -2.2085 1.4166 -1.1313 1.3 0.7 1.1
H -0.7301 2.4401 -0.7714 -1.4 -1.9 0.2
```
Positions in Å, forces in eV/Å.

The calculation puts the energy at -18100.5806 eV. The calculation puts the largest force on an atom at 4.7 eV/Å. The value obtained for the HOMO-LUMO gap is 0.367 hartree. The value obtained for the highest occupied orbital energy is -13.584 eV. The charge is +1. The LUMO energy is -0.1321 Ha. Its SMILES is C=CN(S)C(C)=[NH2+]. The energy above the lowest of the compared OMol25 structures with the same formula, charge and spin comes out at 2.9462 eV.


(7)
Computed, not measured: C4H9N3 as an isolated structure at a distorted geometry, with ωB97M-V/def2-TZVPD.

XYZ file:
```
16
Properties=species:S:1:pos:R:3:forces:R:3
C 1.1039 0.1557 0.0406 -1.1 -0.8 0.6
C -0.2328 -0.3910 0.6606 0.7 -2.4 0.5
C -1.2061 -1.0929 -0.4163 2.8 -2.1 1.0
C -1.8022 0.2312 -0.4939 0.4 2.9 -2.4
H 1.8819 -1.8101 0.1149 0.6 2.7 -0.3
H 2.8621 -0.5678 -0.6573 0.4 -0.2 -0.2
H 1.7643 1.8754 -0.8376 -0.5 -1.1 0.9
H -0.0417 -1.0824 1.5614 0.0 1.3 -0.9
H -0.6413 -1.5788 -1.2614 -1.0 0.5 0.6
H -1.9550 -1.7720 0.0518 1.1 0.0 -0.2
H -1.4499 0.7895 -1.4574 -0.7 -0.5 1.8
H -2.8474 0.0596 -0.5396 -1.3 1.1 0.3
H -0.5892 1.5248 0.7279 -0.9 0.2 -0.4
N 2.1553 -0.7656 0.0225 -1.5 -1.4 0.1
N 1.0051 1.3800 -0.3096 1.5 0.2 -1.0
N -1.1834 0.6918 0.7945 -0.6 -0.5 -0.3
```
Positions in Å, forces in eV/Å.

The calculation puts the energy at -8762.3506 eV. The calculation puts the largest force on an atom at 3.8 eV/Å. The value obtained for the HOMO-LUMO gap is 0.353 hartree. The value obtained for the highest occupied orbital energy is -8.802 eV. The LUMO energy is 0.0291 Ha. The energy above the lowest of the compared OMol25 structures with the same formula, charge and spin comes out at 2.1744 eV.


(8)
Computed, not measured: C4H9N3 in the gas phase at a distorted geometry, with ωB97M-V/def2-TZVPD.

XYZ file:
```
16
Properties=species:S:1:pos:R:3:forces:R:3
H -3.0005 0.1759 0.4158 0.0 0.0 -0.4
N -2.3747 0.9764 0.3490 0.9 0.0 0.2
C -1.1395 0.5978 0.2823 -1.2 -0.3 0.5
C -0.0554 1.5008 0.5910 1.8 -1.3 -1.1
C 1.2053 1.1271 0.1625 -0.2 4.2 1.5
N 1.5537 0.9131 -1.1238 0.0 -1.9 -0.9
N -0.7980 -0.7748 0.3702 -1.7 -0.6 0.6
C 0.0915 -1.8003 -0.1141 0.1 -0.7 -0.2
H -0.2305 2.3937 1.1769 0.1 -0.5 0.5
H 2.0615 1.5202 0.7206 -0.1 0.1 0.0
H 0.8386 0.4475 -1.6781 0.4 0.3 -0.3
H 2.5177 0.6563 -1.3104 -0.4 -0.3 0.0
H -1.5535 -1.2614 0.8503 0.1 0.4 -0.5
H 0.9648 -1.5328 -0.7079 -0.1 0.4 0.4
H 0.3927 -2.4211 0.7363 0.5 0.3 0.0
H -0.4736 -2.5184 -0.7206 0.0 0.2 -0.3
```
Positions in Å, forces in eV/Å.

The calculation puts the energy at -8761.5136 eV. The calculation puts the largest force on an atom at 4.5 eV/Å. The value obtained for the HOMO-LUMO gap is 0.304 hartree. The value obtained for the highest occupied orbital energy is -7.656 eV. The LUMO energy is 0.0224 Ha. Its SMILES is [H]/N=C(/C=C\N)NC. The energy above the lowest of the compared OMol25 structures with the same formula, charge and spin comes out at 3.0113 eV.